Computed, not measured: C45H76BCsNO5P3SiTe as an isolated structure, with ωB97M-V/def2-TZVPD.

Cartesian coordinates (Å):
1 Cs -14.7181 19.7886 0.8029
2 C -10.8790 15.0062 5.3236
3 C -10.8772 16.5524 5.5355
4 C -11.9205 17.1404 4.6532
5 P -11.4977 17.0025 7.1741
6 C -10.5494 16.0765 8.4226
7 C -9.1809 15.6028 7.9200
8 C -10.6938 16.7788 9.8058
9 C -10.9038 18.8174 7.1376
10 C -9.5478 19.1731 7.0292
11 C -9.0621 20.4247 6.7008
12 C -9.9779 21.4645 6.5770
13 C -11.2942 21.1621 6.7417
14 C -11.8333 19.8975 6.9518
15 Si -13.8086 20.0330 6.5931
16 C -14.4608 21.4339 7.9581
17 C -14.6727 21.2468 9.3534
18 C -15.2524 22.1615 10.1547
19 C -15.5236 23.4120 9.7008
20 C -15.2719 23.6925 8.4172
21 C -14.7921 22.7175 7.4860
22 P -14.3076 23.4155 5.8328
23 C -15.9616 23.8226 5.0667
24 C -15.6693 24.6291 3.7748
25 C -16.7578 22.6262 4.6917
26 C -14.0342 25.1623 6.3324
27 C -12.9406 25.8675 5.4420
28 C -15.0180 26.2524 6.6026
29 C -14.1841 18.6181 7.7663
30 C -13.6377 18.7027 9.0496
31 C -14.0682 17.8105 10.0367
32 C -15.1689 16.9985 9.8610
33 C -15.8486 17.0503 8.6420
34 C -15.2746 17.7535 7.5713
35 P -15.7790 17.3185 5.8550
36 C -17.3429 18.5048 5.7191
37 C -17.7494 19.2669 7.0652
38 C -17.3490 19.4199 4.4982
39 C -16.6900 15.7750 6.1476
40 C -15.6668 14.5197 6.5810
41 C -17.3758 15.3073 4.7355
42 H -10.0069 14.7866 4.7087
43 H -11.8143 14.6456 4.9078
44 H -10.6777 14.4670 6.2452
45 H -9.8652 16.9096 5.2285
46 H -12.8965 16.7342 4.7385
47 H -11.7350 17.1893 3.5983
48 H -12.0603 18.2770 4.8209
49 H -11.1918 15.1718 8.5023
50 H -8.6601 16.3798 7.3654
51 H -9.3294 14.7653 7.2704
52 H -8.5546 15.2401 8.7359
53 H -10.0995 17.6876 9.8597
54 H -10.4536 16.0974 10.6495
55 H -11.7194 17.1222 9.9359
56 H -8.8438 18.3642 7.0751
57 H -8.0019 20.6337 6.5846
58 H -9.7434 22.4963 6.3774
59 H -12.0497 21.9722 6.5785
60 H -14.3904 20.3341 9.8191
61 H -15.4325 21.8955 11.1757
62 H -15.7608 24.2258 10.3458
63 H -15.5423 24.7358 8.1565
64 H -16.5357 24.4112 5.7534
65 H -16.0770 24.1781 2.8612
66 H -14.5919 24.6229 3.5917
67 H -16.0171 25.6767 3.7217
68 H -16.2558 22.0882 3.9093
69 H -17.6962 23.0790 4.3005
70 H -16.9710 21.9137 5.5117
71 H -13.5928 25.0056 7.3340
72 H -13.5507 26.7459 5.0512
73 H -12.4282 25.2851 4.5551
74 H -12.1889 26.3435 6.0161
75 H -15.2880 26.8994 5.7513
76 H -14.9604 26.8788 7.4718
77 H -15.9363 25.7258 6.8893
78 H -12.8369 19.4209 9.3018
79 H -13.5375 17.8135 10.9804
80 H -15.5465 16.1900 10.5224
81 H -16.6377 16.3303 8.4993
82 H -18.1146 17.7654 5.5013
83 H -17.1540 20.0731 7.3999
84 H -17.8199 18.5706 7.8967
85 H -18.7078 19.7167 6.8740
86 H -16.3432 19.7848 4.2621
87 H -17.9484 20.3203 4.6379
88 H -17.7837 18.9417 3.6178
89 H -17.6603 15.6064 6.7496
90 H -14.7229 14.8673 6.8260
91 H -15.6670 13.9692 5.6398
92 H -16.1696 14.2238 7.4275
93 H -17.5735 16.3293 4.4619
94 H -18.2700 14.5983 4.8017
95 H -16.5238 14.8517 4.2017
96 O -13.8081 22.2623 2.1434
97 H -22.7008 14.2736 1.5265
98 H -13.0255 22.7756 2.0626
99 O -5.6389 11.5806 -3.9905
100 H -6.2516 12.3004 -4.2049
101 H -4.7362 11.8194 -4.2479
102 O -0.2461 17.2240 -0.8842
103 H -0.0567 16.8390 0.0007
104 H 0.0733 18.1340 -0.7923
105 O -9.1245 22.1378 0.6050
106 H -9.8624 22.6969 0.6052
107 H -8.5407 22.5415 -0.0422
108 O -10.2100 29.8982 -2.8680
109 H -10.6244 29.5854 -3.7039
110 H -9.6619 30.6093 -3.2310
111 H -22.8654 14.6110 2.1775
112 C -12.2373 20.3745 -4.9479
113 Te -13.4363 19.3599 -3.3617
114 C -14.6416 21.0170 -3.6399
115 C -14.3932 21.5755 -4.9957
116 C -15.3370 22.3461 -5.6761
117 C -15.0123 23.0538 -6.8159
118 C -13.7203 22.9218 -7.3797
119 C -12.8215 22.0653 -6.7607
120 C -13.1581 21.3563 -5.5983
121 H -11.8060 19.6492 -5.6429
122 H -11.4439 20.8672 -4.4632
123 H -14.4799 21.8019 -2.8924
124 H -15.6918 20.7706 -3.5560
125 H -16.3053 22.4245 -5.1624
126 H -15.7680 23.7281 -7.2349
127 H -13.4748 23.4616 -8.2745
128 H -11.8080 22.0294 -7.1834
129 B -16.6203 17.7497 -2.7954
130 C -15.9766 17.0420 -1.5136
131 N -15.7389 16.5651 -0.4777
132 H -16.1825 17.1054 -3.7575
133 H -16.3087 18.8916 -2.8482
134 H -17.8442 17.5339 -2.7773

The calculation puts the maximum force at 4.86 eV Å⁻¹. Its charge is -2. The calculation puts the relative energy (zero: lowest compared OMol25 entry of this formula, charge and spin) at 0.0 kcal per mole.


Computed, not measured: C45H76Br2F3N4O16 as an isolated structure, with ωB97M-V/def2-TZVPD.

Cartesian coordinates (Å):
1 C -3.4214 -2.4792 2.1967
2 C -2.7597 -1.1938 1.6922
3 C -1.8352 -0.6496 2.7889
4 N -0.7512 0.2202 2.2983
5 N 0.5176 -0.3943 2.1299
6 C 1.4538 -0.2464 3.2311
7 C 0.9977 -0.7490 4.5899
8 O 1.3724 -2.1244 4.7875
9 C 1.2226 -2.5181 6.0913
10 C 2.2642 -3.4736 6.5855
11 O 0.3085 -2.1405 6.7926
12 C 0.6049 -1.5185 1.3234
13 N 0.5385 -2.7651 1.8377
14 C 1.6780 -3.7122 1.6835
15 C 1.3275 -4.9537 2.5402
16 C 3.0448 -3.1721 2.1024
17 C 4.1455 -4.1424 1.6094
18 N 0.6919 -1.2979 0.0206
19 C 0.7605 0.0729 -0.5051
20 C -0.5946 0.6949 -0.7993
21 C -1.1754 0.3876 -2.1845
22 F -0.2422 0.0828 -3.1228
23 Br -2.4658 -1.0821 -2.1846
24 C -1.9250 1.6940 -2.7089
25 F -2.5422 2.3176 -1.6976
26 F -0.9866 2.4629 -3.2823
27 Br -3.2003 1.1962 -4.0842
28 C 0.7049 -2.3516 -0.9811
29 O 1.9970 -2.4627 -1.5109
30 C 1.9790 -2.8183 -2.9040
31 C 3.2751 -2.3558 -3.5587
32 O 4.2315 -3.3772 -3.6921
33 C 5.3138 -3.3454 -2.7765
34 C 5.2715 -4.5772 -1.8669
35 H -2.6488 -3.1174 2.6273
36 H -4.1635 -2.2825 2.9648
37 H -3.8382 -3.0282 1.3629
38 H -3.5234 -0.4335 1.5408
39 H -2.1732 -1.3953 0.8017
40 H -1.5035 -1.4452 3.4623
41 H -2.4652 -0.0052 3.4045
42 H -0.6656 1.0001 2.9352
43 H 2.4483 -0.6139 2.9992
44 H 1.5928 0.8263 3.3764
45 H 1.5408 -0.1548 5.3264
46 H -0.0556 -0.5641 4.7846
47 H 2.7107 -3.0585 7.4812
48 H 3.0042 -3.7052 5.8254
49 H 1.7949 -4.4124 6.8737
50 H 0.2679 -2.7457 2.8146
51 H 1.7871 -4.0997 0.6743
52 H 1.6439 -4.8337 3.5714
53 H 1.8112 -5.8132 2.0891
54 H 0.2582 -5.1321 2.4372
55 H 3.2250 -2.2423 1.5592
56 H 3.1672 -3.0760 3.1746
57 H 4.9196 -4.2621 2.3622
58 H 4.6513 -3.7465 0.7335
59 H 3.7599 -5.1234 1.3456
60 H 1.3506 0.6922 0.1602
61 H 1.3436 0.0120 -1.4219
62 H -1.3384 0.4649 -0.0452
63 H -0.4666 1.7782 -0.7680
64 H -0.0101 -2.0823 -1.7559
65 H 0.3657 -3.2958 -0.5597
66 H 1.1592 -2.3311 -3.4351
67 H 1.8887 -3.9014 -2.9859
68 H 3.6484 -1.4541 -3.0709
69 H 3.0020 -2.0650 -4.5761
70 H 5.3100 -2.4628 -2.1355
71 H 6.2443 -3.3733 -3.3427
72 H 5.8962 -4.4075 -0.9937
73 H 5.5952 -5.4705 -2.3924
74 H 4.2348 -4.7056 -1.5595
75 O -3.3447 -5.6696 -0.3788
76 C -4.3263 -5.5447 -1.0523
77 O -5.3972 -6.3586 -0.9515
78 C -6.3684 -6.0292 -1.9624
79 C -6.0663 -4.5882 -2.3509
80 C -4.5548 -4.5201 -2.1476
81 H -6.2434 -6.7206 -2.7979
82 H -7.3668 -6.1527 -1.5514
83 H -6.3935 -4.3370 -3.3576
84 H -6.5602 -3.9060 -1.6575
85 H -4.0056 -4.8341 -3.0367
86 H -4.2244 -3.5317 -1.8309
87 O -6.4350 0.3748 0.7987
88 C -6.6678 1.2709 0.0409
89 O -7.8603 1.9065 -0.0067
90 C -7.8706 2.8582 -1.0862
91 C -6.4046 3.1638 -1.3634
92 C -5.7367 1.8370 -1.0130
93 H -8.3691 2.4016 -1.9437
94 H -8.4328 3.7371 -0.7812
95 H -6.2204 3.5004 -2.3819
96 H -6.0527 3.9422 -0.6845
97 H -5.7141 1.1534 -1.8635
98 H -4.7372 1.9734 -0.6131
99 O 1.1104 2.9117 2.7235
100 C 0.8640 3.6887 1.8390
101 O -0.3285 4.2979 1.7270
102 C -0.3677 5.0844 0.5147
103 C 1.0877 5.3522 0.1659
104 C 1.7725 4.0963 0.6947
105 H -0.8815 4.5024 -0.2551
106 H -0.9321 5.9948 0.6980
107 H 1.2516 5.5350 -0.8847
108 H 1.4455 6.2228 0.7163
109 H 1.7869 3.2940 -0.0472
110 H 2.7788 4.2912 1.0534
111 O -2.8454 0.8991 -6.6294
112 C -2.5386 1.5403 -7.5958
113 O -3.4191 2.3030 -8.2742
114 C -2.7908 2.8657 -9.4422
115 C -1.2995 2.8425 -9.1394
116 C -1.1766 1.6019 -8.2566
117 H -3.0511 2.2489 -10.3042
118 H -3.1717 3.8708 -9.6029
119 H -0.6800 2.8166 -10.0332
120 H -1.0246 3.7290 -8.5662
121 H -1.0315 0.6930 -8.8421
122 H -0.3909 1.6972 -7.5123
123 O 3.0102 6.1960 -1.9219
124 C 2.7410 6.9786 -2.7887
125 O 1.5309 7.5739 -2.8787
126 C 1.4616 8.3766 -4.0743
127 C 2.9094 8.6755 -4.4352
128 C 3.6251 7.4212 -3.9369
129 H 0.9499 7.7998 -4.8472
130 H 0.8853 9.2746 -3.8679
131 H 3.0540 8.8801 -5.4936
132 H 3.2589 9.5435 -3.8750
133 H 3.6421 6.6311 -4.6889
134 H 4.6327 7.6281 -3.5887
135 O 4.7796 -1.4711 7.4617
136 C 4.4032 -0.6627 8.2594
137 O 3.0918 -0.3755 8.4371
138 C 2.9444 0.7047 9.3789
139 C 4.2316 0.7004 10.1916
140 C 5.2518 0.2040 9.1679
141 H 2.8079 1.6331 8.8205
142 H 2.0614 0.5288 9.9876
143 H 4.4693 1.6702 10.6229
144 H 4.1516 -0.0191 11.0073
145 H 5.6735 1.0195 8.5786
146 H 6.0470 -0.3790 9.6227

The calculation puts the maximum force at 2.29 eV Å⁻¹. Its charge is +1. The value obtained for the total energy is -234849.5205 eV.


Computed, not measured: a 12-piece molecular cluster, C45H77Cl4N11 overall, with ωB97M-V/def2-TZVPD.

Cartesian coordinates (Å):
1 Cl 0.0571 -22.4396 -21.4220
2 C 0.5216 -23.2764 -19.9715
3 Cl -0.6673 -24.5524 -19.6632
4 Cl 2.1192 -23.9987 -20.0421
5 Cl 0.5314 -22.1097 -18.6004
6 C 4.6645 -22.8814 -11.3706
7 C 3.4357 -22.7932 -10.4630
8 C 2.2707 -23.4855 -11.2866
9 C 2.6663 -24.8370 -11.7198
10 N 3.0533 -25.7876 -12.2220
11 H 4.7767 -23.9102 -11.7541
12 H 5.5395 -22.5553 -10.8663
13 H 4.4422 -22.2935 -12.2476
14 H 3.0878 -21.7624 -10.3661
15 H 3.5393 -23.2558 -9.4477
16 H 2.2426 -22.8763 -12.2033
17 H 1.3432 -23.5713 -10.7507
18 C 4.6740 -16.2118 -15.7300
19 C 5.8374 -16.4781 -16.5681
20 C 6.2714 -17.9791 -16.6146
21 C 5.4517 -18.7264 -17.5598
22 N 4.7898 -19.3523 -18.3140
23 H 4.4603 -15.1394 -15.7358
24 H 4.8425 -16.3860 -14.6771
25 H 3.7831 -16.7099 -16.0441
26 H 6.7382 -15.9302 -16.3369
27 H 5.6116 -16.1488 -17.6007
28 H 6.2592 -18.5276 -15.6530
29 H 7.3040 -17.9986 -16.9071
30 C 1.7445 -26.2442 -17.1211
31 C 2.6780 -26.3512 -15.8854
32 C 3.4751 -25.0628 -15.5158
33 C 2.6333 -23.9185 -15.3028
34 N 2.0230 -22.9346 -15.1793
35 H 2.3525 -26.2349 -18.0414
36 H 1.2037 -25.2934 -17.2425
37 H 1.1089 -27.1174 -17.2014
38 H 3.4896 -27.0566 -16.0737
39 H 2.1176 -26.5619 -14.9813
40 H 4.2534 -24.8048 -16.2458
41 H 3.9404 -25.2201 -14.5541
42 C -2.9395 -13.3624 -18.0641
43 C -3.5625 -14.7382 -17.7860
44 C -3.1729 -15.2012 -16.3706
45 C -1.8208 -15.6714 -16.1685
46 N -0.7515 -16.0536 -15.9468
47 H -3.3851 -12.6718 -17.3783
48 H -3.0244 -12.9515 -19.0579
49 H -1.8745 -13.4870 -17.8571
50 H -3.2715 -15.5207 -18.5271
51 H -4.6584 -14.7135 -17.9169
52 H -3.8474 -15.9780 -16.0331
53 H -3.3470 -14.4380 -15.6339
54 C -1.0085 -15.1689 -9.4956
55 C -2.0948 -15.1301 -10.6004
56 C -1.8291 -16.1230 -11.8256
57 C -2.9872 -16.3243 -12.6980
58 N -3.9215 -16.4101 -13.3821
59 H -1.2231 -14.3638 -8.7746
60 H -0.0163 -14.9883 -9.9016
61 H -1.1029 -16.0835 -8.9974
62 H -2.2362 -14.0912 -10.9989
63 H -3.0213 -15.4479 -10.0958
64 H -1.4768 -17.0864 -11.4072
65 H -0.9762 -15.7221 -12.3530
66 C -0.0654 -21.0534 -8.5945
67 C -1.1068 -21.6395 -9.5479
68 C -1.7430 -20.6384 -10.5134
69 C -2.4307 -19.5682 -9.8537
70 N -2.9154 -18.6544 -9.3754
71 H 0.5559 -20.4100 -9.2282
72 H 0.4980 -21.8807 -8.0941
73 H -0.5065 -20.4114 -7.8540
74 H -1.9089 -22.2249 -9.0454
75 H -0.6064 -22.3906 -10.1771
76 H -2.4546 -21.2750 -11.0821
77 H -1.0250 -20.1460 -11.2103
78 C 3.0788 -18.6712 -10.8879
79 C 3.9990 -17.9558 -9.8586
80 C 5.1959 -17.1832 -10.5165
81 C 4.6044 -16.0634 -11.2456
82 N 4.1612 -15.3018 -11.9947
83 H 2.5360 -18.0098 -11.5594
84 H 2.2945 -19.2480 -10.4023
85 H 3.6930 -19.3348 -11.4756
86 H 4.4233 -18.6298 -9.1266
87 H 3.2898 -17.3194 -9.3228
88 H 5.7835 -17.7419 -11.2472
89 H 5.8849 -16.8421 -9.7369
90 C -3.0684 -19.2876 -15.0590
91 C -4.6309 -19.2012 -15.1459
92 C -5.3001 -20.4929 -14.6830
93 C -5.1617 -20.6063 -13.2363
94 N -4.9554 -20.8377 -12.1410
95 H -2.8003 -19.5255 -14.0206
96 H -2.6583 -18.3034 -15.2517
97 H -2.7098 -20.0708 -15.7492
98 H -4.8698 -19.0699 -16.2255
99 H -4.9894 -18.3753 -14.5674
100 H -4.7621 -21.3574 -15.0472
101 H -6.3447 -20.5364 -14.9520
102 C 1.4061 -18.6842 -19.7097
103 C 1.8965 -18.0133 -20.9848
104 C 3.3812 -17.5714 -20.8451
105 C 3.4146 -16.3775 -20.0639
106 N 3.3879 -15.3551 -19.5016
107 H 1.5122 -17.9141 -18.8741
108 H 2.0440 -19.5755 -19.5563
109 H 0.3342 -18.9773 -19.8477
110 H 1.3298 -17.0959 -21.1782
111 H 1.8030 -18.6630 -21.8433
112 H 3.8480 -17.3424 -21.8473
113 H 4.0113 -18.3253 -20.3081
114 C 0.8151 -18.8355 -16.1372
115 C 2.1426 -19.5570 -15.9442
116 C 2.6905 -19.6784 -14.5162
117 C 1.7459 -20.2443 -13.6154
118 N 0.9109 -20.6389 -12.9063
119 H 0.0832 -19.1675 -15.3632
120 H 0.3830 -18.9679 -17.1346
121 H 1.0387 -17.7596 -16.1125
122 H 2.9422 -19.1105 -16.5159
123 H 2.0504 -20.5992 -16.3545
124 H 3.0507 -18.7089 -14.1264
125 H 3.5680 -20.3002 -14.6248
126 C -0.6649 -25.0769 -14.4201
127 C -0.9775 -23.6915 -13.7440
128 C -2.3857 -23.2077 -14.1285
129 C -2.5994 -23.0734 -15.5656
130 N -2.6573 -23.0198 -16.7149
131 H 0.3653 -25.2702 -14.3301
132 H -0.8549 -25.0234 -15.5062
133 H -1.1358 -25.8923 -13.9526
134 H -0.2317 -22.9295 -14.0041
135 H -0.9714 -23.8147 -12.6521
136 H -2.5293 -22.2544 -13.6809
137 H -3.1989 -23.8145 -13.6767

The calculation puts the maximum force at 3.90 eV Å⁻¹. Its charge is 0. The value obtained for the total energy is -114391.4635 eV.